# 1
10
Properties=species:S:1:pos:R:3 method="wB97M-V/def2-TZVPD" de_lowest_kcal_mol=0.0 largest_force_ev_per_a=3.903 gap_ha="0.301 / 0.301" charge=0 homo_ev="-9.46 / -9.46" smiles="[O-][N+]1=C=C=CC(Br)=C1"
O 2.11546 1.83048 -0.03590
N 1.36054 0.85114 -0.06945
C 1.53138 -0.45134 -0.01306
C 0.81638 -1.50313 -0.14833
C -0.56187 -1.50608 0.04723
C -0.91999 -0.15544 0.04603
Br -2.76251 0.37421 -0.04867
C -0.05281 0.95477 -0.00009
H -1.17716 -2.30214 0.12330
H -0.34942 1.90753 0.09894

***

# 2
8
Properties=species:S:1:pos:R:3 method="wB97M-V/def2-TZVPD" de_lowest_kcal_mol=102.8 largest_force_ev_per_a=4.626 gap_ha=0.275 charge=0 homo_ev=-9.93
C -0.50075 2.15988 -1.70757
C 0.04535 -0.38014 0.13654
C 0.18102 -0.47124 1.51935
C 0.01587 -0.35315 -1.12984
C -0.25179 1.10142 -1.11297
O 1.03097 -0.99764 2.17364
H -0.68752 -0.20432 2.11774
H 0.16686 -0.85480 -1.99689

***

# 3
8
Properties=species:S:1:pos:R:3 method="wB97M-V/def2-TZVPD" de_lowest_kcal_mol=66.9 largest_force_ev_per_a=1.016 gap_ha=0.324 charge=0 homo_ev=-9.96
O -1.29211 -1.36708 1.18773
C -0.66895 -0.35282 1.07532
C -0.84924 0.78395 -1.39310
C 0.41589 1.02998 -1.38879
C 0.88895 0.36604 -0.35791
C 0.83941 -0.31263 0.74670
H -1.10514 0.65722 1.20756
H 1.57451 -0.86856 1.31346